Below is a 7-piece molecular cluster, C32H50ClN9OP2 overall at a distorted geometry, with properties calculated with the ωB97M-V functional and the def2-TZVPD basis.

Properties
Energy, a.u.: -2960.17671
SMILES: N=[PH2]c1ccc2nc(P(O)Cl)cnc2c1.CCCC#N.CCCC#N.CCCC#N.CCCC#N.CCCC#N.CCCC#N
LUMO level, Ha: -0.0577

Geometry as XYZ:
```
95
Properties=species:S:1:pos:R:3:forces:R:3:mulliken_charge:R:1
N -1.278302 -4.956036 3.941401 -0.9 0.2 -0.5 -0.7509
P -2.428733 -4.434265 2.957112 2.3 -1.2 0.6 0.4350
C -1.663399 -3.351343 1.635832 0.2 0.9 -2.2 0.5995
C -1.293589 -1.921265 1.942013 0.6 -0.7 -2.9 -0.8307
C -0.697634 -1.141085 0.875977 -0.8 -1.7 1.1 -0.1577
C -0.439545 -1.714987 -0.493153 -0.5 0.1 1.1 0.0983
N 0.159844 -0.879984 -1.423201 -0.6 -2.7 -1.3 -0.1166
C 0.362848 -1.495992 -2.628875 -0.1 -0.4 1.8 0.2320
P 1.195188 -0.534986 -4.040209 -1.0 0.3 -1.1 0.0199
O 0.880972 1.087363 -3.672622 0.1 -1.6 0.5 -0.3939
Cl 3.309390 -0.811691 -3.931476 -1.0 0.4 0.7 -0.1456
C -0.066330 -2.896630 -2.903561 0.1 0.1 0.0 -0.3516
N -0.661092 -3.750723 -2.025695 1.4 3.7 0.1 -0.5845
C -0.811954 -3.110795 -0.801667 -0.9 -0.6 2.3 0.4125
C -1.429824 -3.913654 0.316359 0.0 1.6 1.2 -0.3766
H -1.232117 -5.978732 3.908356 0.1 0.5 0.0 0.2261
H -3.012712 -5.571921 2.297463 -0.2 1.4 0.1 -0.0007
H -3.408961 -3.653641 3.647352 0.1 0.0 -0.7 0.0788
H -1.511310 -1.513275 2.964149 0.4 -0.3 -1.3 0.3515
H -0.432487 -0.070294 1.089106 -0.3 -1.3 -0.5 0.1038
H -0.058972 1.153966 -3.383907 0.8 -0.1 -0.1 0.2138
H 0.126019 -3.294151 -3.938761 -0.3 0.5 1.2 0.3975
H -1.742582 -4.974352 0.111800 0.4 1.3 0.1 0.3490
C -2.990195 5.120603 -3.736858 0.0 0.0 0.0 -1.2518
C -2.649380 4.377990 -2.449239 -0.2 0.3 -0.1 -0.6030
C -1.736787 3.171219 -2.681854 -0.6 -0.3 -0.3 0.2737
C -2.415211 2.192078 -3.588567 0.5 0.3 0.4 0.1169
N -2.940820 1.441438 -4.284458 0.2 0.2 0.2 -0.5149
H -3.543505 4.486280 -4.432716 0.1 0.0 0.0 0.3513
H -3.616853 5.987542 -3.520128 0.1 0.0 0.0 0.3739
H -2.084621 5.472770 -4.238002 -0.1 0.0 0.0 0.3139
H -3.576993 4.052843 -1.970829 0.1 -0.1 0.1 0.3439
H -2.156904 5.068597 -1.759583 0.0 -0.1 0.0 0.2951
H -1.510172 2.681029 -1.731666 -0.1 -0.1 -0.1 -0.1142
H -0.792372 3.485322 -3.134681 -0.1 -0.1 -0.1 0.4073
C 6.188033 1.653715 -4.126575 0.0 0.0 -0.1 -1.1514
C 6.825175 0.590156 -3.239060 -0.1 0.0 -0.3 -0.1230
C 7.492432 1.176697 -1.992538 0.4 0.3 -0.4 -0.2420
C 8.576750 2.116810 -2.389615 -0.2 -0.2 0.4 0.0713
N 9.413716 2.842949 -2.699099 -0.2 -0.2 0.0 -0.4435
H 6.933279 2.351941 -4.514113 0.0 0.0 0.1 0.4317
H 5.700683 1.189292 -4.986368 0.0 0.0 0.1 0.3165
H 5.434792 2.223895 -3.576106 0.0 0.0 0.0 0.2530
H 7.561904 0.033297 -3.825495 0.0 0.0 0.1 0.3090
H 6.056334 -0.122273 -2.929179 0.1 0.0 0.1 0.0089
H 7.920926 0.378191 -1.383977 0.0 0.1 0.0 0.3511
H 6.762428 1.711156 -1.382729 0.1 0.0 0.0 0.2191
C 0.739471 5.476536 1.013589 0.0 0.2 0.1 -1.0027
C 1.619507 4.250708 0.842997 0.1 0.3 0.2 -0.5544
C 0.960558 3.179961 -0.022376 -0.4 -0.3 0.5 0.4043
C -0.315639 2.729602 0.617098 0.3 -0.1 -0.4 0.2746
N -1.299420 2.378529 1.107418 0.5 0.2 -0.2 -0.7031
H -0.193996 5.231979 1.525739 0.0 0.0 0.0 0.1545
H 1.250793 6.229219 1.615551 -0.1 0.0 0.0 0.3716
H 0.493926 5.923205 0.045678 0.0 0.0 0.0 0.2830
H 1.853732 3.837767 1.828064 0.0 -0.1 -0.1 0.2872
H 2.567159 4.549837 0.389135 0.0 -0.2 0.0 0.3691
H 1.625807 2.320475 -0.132381 -0.2 -0.1 -0.1 0.0013
H 0.744223 3.569856 -1.019672 -0.1 -0.1 0.1 0.2424
C -6.762741 -5.401640 0.025009 0.0 0.0 0.0 -1.0658
C -6.798191 -6.914391 -0.165923 -0.1 0.3 -0.2 -0.4109
C -6.105896 -7.674588 0.969019 0.5 0.2 -0.3 -0.3931
C -4.673708 -7.281046 1.046138 -0.4 -0.4 0.2 0.3354
N -3.565886 -6.975815 1.106351 -0.5 -0.4 -0.4 -0.5433
H -5.739026 -5.020135 0.028011 0.0 0.0 0.0 0.2787
H -7.291359 -4.903855 -0.789643 0.0 0.0 0.1 0.3250
H -7.240064 -5.113844 0.965614 0.0 0.0 0.0 0.3025
H -6.325031 -7.162877 -1.119743 0.0 -0.1 0.1 0.2963
H -7.838936 -7.241019 -0.229084 0.1 -0.1 0.1 0.3080
H -6.168635 -8.750411 0.794988 0.1 0.0 0.1 0.2903
H -6.586605 -7.457890 1.925646 0.1 0.0 0.0 0.2717
C 4.590981 -2.848758 1.077944 0.0 -0.1 0.1 -1.3403
C 3.212007 -2.272377 0.774944 0.2 -0.2 0.2 -0.4333
C 3.192553 -1.404667 -0.487078 0.5 0.3 0.5 1.3756
C 4.117126 -0.251332 -0.326077 -0.3 -0.3 -0.4 -0.0284
N 4.832956 0.640671 -0.198593 -0.2 -0.2 0.0 -0.5317
H 5.322125 -2.061126 1.273714 0.0 0.0 -0.1 0.3200
H 4.550889 -3.481841 1.966227 0.0 0.0 -0.1 0.3942
H 4.953970 -3.455848 0.244107 0.0 0.0 0.0 0.3226
H 2.876986 -1.683814 1.633817 -0.1 0.0 -0.1 0.3145
H 2.501630 -3.094460 0.652071 -0.1 0.1 -0.1 0.3298
H 2.187465 -1.028606 -0.667876 0.2 0.2 0.0 -1.0158
H 3.497592 -1.987762 -1.358452 0.1 0.1 0.0 0.3612
C -0.875757 2.935766 5.788631 0.0 0.0 0.0 -1.1222
C -2.250536 3.524851 5.491509 0.1 -0.2 0.2 -0.5003
C -2.257708 4.422376 4.251271 0.4 0.3 0.3 0.0590
C -1.327580 5.568477 4.448387 0.2 0.4 -0.2 0.2411
N -0.602162 6.457794 4.597639 -0.7 -0.9 -0.1 -0.4797
H -0.142917 3.715353 6.007742 0.0 0.0 -0.1 0.3737
H -0.923530 2.281374 6.661129 0.0 0.0 -0.1 0.3384
H -0.510296 2.347683 4.942255 0.0 0.0 0.0 0.2399
H -2.588541 4.093877 6.362042 -0.1 0.0 -0.1 0.3168
H -2.963057 2.709284 5.344346 0.0 0.1 -0.1 0.3165
H -3.263185 4.808059 4.072050 0.1 0.1 -0.1 0.3084
H -1.947419 3.854776 3.365345 0.0 0.2 0.1 -0.0847
```
Forces are in eV/Å.